C41H43As2Cl2N3O14S2Tc as an isolated structure at a distorted geometry, computed with ωB97M-V/def2-TZVPD.

- LUMO level (spin up / spin down) (eV) = -5.723 / -6.679
- max |F| (Eh/bohr) = 0.09133
- total energy (eV) = -246925.0013
- Kohn-Sham gap (spin up / spin down) (eV) = 5.71 / 5.01
- HOMO level (spin up / spin down) (eV) = -11.429 / -11.690
- energy relative to the best compared isomer or geometry (same formula, charge and spin) (kJ/mol) = 52.5

The geometry in ORCA input format:
```
! wB97M-V def2-TZVPD RIJCOSX def2/J DEFGRID3
* xyz 2 4
C 0.15 -3.80 -3.00
O 3.51 3.92 0.22
C 3.15 -1.13 -3.47
C 0.59 1.13 -3.32
O 1.35 4.06 -1.55
H 2.16 1.16 1.30
H 3.01 -0.02 7.10
H 0.10 5.25 -0.37
H -0.18 0.62 -3.88
H -0.06 -3.88 -4.06
C 2.05 1.88 -1.00
N -1.67 -0.85 2.44
C -4.71 4.98 -0.57
H 6.40 4.35 0.12
H -4.24 -1.77 6.34
O -2.25 -0.76 -0.43
O 0.67 3.15 0.40
H 3.96 0.78 2.92
C -3.48 -2.47 5.97
C -0.96 -0.99 3.58
N 0.71 0.16 2.34
C -5.92 -3.58 -2.51
H 1.11 -1.23 5.38
H 5.36 -0.91 -5.80
H -6.66 -4.29 -2.83
O 2.18 -1.57 -4.05
C -5.19 -3.82 -1.35
C -4.02 -1.76 -1.66
H 4.22 -1.49 5.05
C -1.51 -1.52 4.73
C -3.53 4.04 1.30
H 4.06 -2.13 -5.72
O -2.49 -2.71 6.94
O -0.74 -1.54 -2.71
N -3.43 0.46 -2.02
H -4.00 -3.40 5.69
C 3.71 -0.57 5.35
As 4.51 0.15 -1.02
H 2.23 -2.86 2.17
C 6.10 3.60 0.85
C 2.96 0.41 3.13
C 1.32 3.13 -0.62
O -5.27 0.90 -3.81
H -5.37 5.72 -1.00
H -3.26 4.06 2.35
H -0.75 -2.93 -1.23
H 0.37 2.20 -3.29
S -4.22 -0.01 -3.53
C -4.22 3.97 -1.39
H 6.98 3.10 1.24
C -4.35 5.02 0.76
C -0.88 -2.92 -2.31
H 1.47 6.08 -1.16
H 3.66 -0.42 -5.99
C -4.76 -1.54 -2.81
H -0.58 -1.54 -3.66
C -2.85 -1.89 4.74
H 5.53 4.08 1.64
C -2.96 -1.19 2.46
O 2.69 -2.56 0.16
C 1.36 -0.70 4.47
O 5.31 2.58 0.20
H 1.67 -4.13 1.06
C 3.36 1.74 -0.77
C 5.74 0.90 -2.35
S -2.51 1.90 -1.99
C -5.71 -2.42 -3.26
C 3.14 -0.83 -2.04
C 1.94 -0.93 -1.30
C -3.05 3.02 0.49
H 5.20 1.48 -3.10
C -3.36 2.98 -0.87
C -3.10 -0.67 -1.30
C 0.42 -0.49 3.48
H -4.70 5.82 1.39
H 6.29 0.10 -2.82
H 4.46 0.22 5.39
H 0.13 -4.81 -2.57
C 2.67 -0.27 4.30
O 3.15 -0.84 6.62
C 4.34 -1.11 -5.49
O 4.32 -0.89 -4.07
H -2.88 -3.10 7.72
O -3.18 -0.22 -4.47
C 1.96 0.61 2.20
H 3.41 -3.97 1.41
Cl -4.65 3.99 -3.05
H -6.28 -2.23 -4.16
C 0.70 5.32 -1.28
C 4.05 2.89 -0.09
C -4.23 -2.91 -0.92
H -1.89 -3.26 -2.55
H 0.07 5.56 -2.13
H -4.64 -1.95 3.54
H 6.43 1.54 -1.82
C 2.48 -3.43 1.28
H -3.65 -3.09 -0.02
C -3.59 -1.70 3.58
H -5.38 -4.71 -0.78
H -0.94 -1.65 5.63
Tc -0.69 -0.07 0.79
As 0.66 0.52 -1.47
H 1.15 -3.38 -2.88
C 1.71 -1.74 -0.16
Cl -2.12 1.82 1.35
H -3.51 -1.03 1.55
H 1.55 0.97 -3.79
O 0.66 -1.73 0.53
*
```

C41H43AuClN5O3SSi as an isolated structure, computed with ωB97M-V/def2-TZVPD.

- LUMO level (spin up / spin down) (eV) = -0.542 / -0.542
- max |F| (Eh/bohr) = 0.00876
- total energy (eV) = -91734.8572
- Kohn-Sham gap (spin up / spin down) (eV) = 6.80 / 6.80
- HOMO level (spin up / spin down) (eV) = -7.344 / -7.345
- energy relative to the best compared isomer or geometry (same formula, charge and spin) (kJ/mol) = 0.0

The geometry in ORCA input format:
```
! wB97M-V def2-TZVPD RIJCOSX def2/J DEFGRID3
* xyz 0 1
C 2.87 -0.54 1.35
H -2.06 -2.04 -6.62
H -7.74 -5.19 2.14
H -1.07 6.53 0.27
H -3.36 5.62 0.38
C 2.97 -2.67 5.64
H -3.99 -2.76 0.88
H 2.26 1.12 5.38
C -0.13 4.60 0.22
H 1.69 1.45 -0.90
C 4.29 -1.43 -1.12
C 3.50 0.85 -1.85
H 3.17 -3.73 5.71
H -1.00 3.97 3.91
H 0.49 2.55 0.19
H -5.49 -4.49 1.41
H 3.40 2.36 2.35
H 3.04 0.16 7.50
C -0.14 -1.51 -5.87
C -1.62 2.72 0.27
C 2.23 4.06 2.91
S -1.96 -1.73 0.11
H 3.80 1.87 -2.12
C -7.53 -4.14 2.00
H 2.51 -2.45 -0.42
C -6.26 -3.74 1.59
C -0.04 3.62 3.57
N 2.27 -0.40 -0.02
H 2.24 -1.45 -1.84
H -9.50 -3.50 2.55
O 0.04 -0.79 -2.09
H -1.20 -2.56 -8.92
H -6.74 -0.39 1.49
C 0.11 -0.92 2.08
C 1.23 -1.39 -6.12
H 3.04 4.76 2.75
C -2.51 4.95 0.34
H -0.08 0.70 -4.86
H 3.18 -1.31 -5.23
H -3.72 3.17 0.37
C -0.53 -2.22 -8.13
H 2.19 0.11 -4.90
C -0.34 3.23 0.22
H 5.37 0.45 -0.86
C 2.53 -2.12 4.44
C -2.72 3.58 0.33
C 2.78 -1.50 -0.90
H 0.12 -1.99 2.32
H 3.84 -0.03 1.38
H 0.87 5.00 0.17
C -1.01 -1.94 -6.86
H 2.75 -1.59 -7.62
C 1.69 -1.67 -7.40
C -1.22 5.46 0.28
H 4.55 -2.20 -1.84
C -6.96 -1.44 1.64
C -5.97 -2.39 1.41
C 1.00 4.52 3.36
H 3.08 -1.60 1.51
H 3.51 -2.27 7.68
H 1.84 -1.40 -4.07
H -1.69 0.43 -4.21
H 2.92 0.48 -2.69
Cl 1.44 -2.44 -9.98
H 2.37 -2.79 3.59
N -4.34 -0.76 0.87
N -4.69 -2.04 0.98
H 3.11 1.53 0.16
C 4.72 -0.03 -1.60
C -3.13 -0.49 0.53
C 2.46 0.05 5.44
H -0.66 1.58 3.48
C 2.26 -0.76 4.32
H 5.32 -0.10 -2.52
C 2.90 -0.49 6.64
Si 1.65 -0.06 2.70
C 2.43 2.70 2.68
H -0.83 -0.53 2.48
H 4.81 -1.69 -0.19
H 0.85 5.57 3.54
C -8.52 -3.19 2.23
C 1.39 1.78 2.88
C 0.82 -2.08 -8.39
H -8.99 -1.10 2.22
C 3.16 -1.85 6.74
N -2.90 0.90 0.49
C 2.61 0.95 -0.62
O -0.64 -1.29 -4.61
C -8.22 -1.85 2.04
O -0.01 1.44 -2.40
C -0.66 0.07 -4.20
Au 0.10 -0.73 0.04
N -1.75 1.29 0.27
C -0.16 0.28 -2.77
C 0.16 2.27 3.33
C 2.17 -0.97 -5.02
*
```

A 3-piece molecular cluster, C41H43BBr2ClIN4O8P overall at a distorted geometry, computed with ωB97M-V/def2-TZVPD.

- LUMO level (eV) = -3.322
- max |F| (Eh/bohr) = 0.06928
- total energy (eV) = -236227.4124
- Kohn-Sham gap (eV) = 7.80
- HOMO level (eV) = -11.123

The geometry in ORCA input format:
```
! wB97M-V def2-TZVPD RIJCOSX def2/J DEFGRID3
* xyz 1 1
C 3.29 4.68 -2.06
H -3.75 -0.03 5.99
O -1.14 1.43 1.16
C -0.19 5.28 0.33
C 2.05 4.43 0.07
N -1.73 -0.60 2.90
Cl 0.24 2.59 5.35
C 0.93 4.64 0.86
H 2.88 2.63 6.34
H 1.28 6.65 -5.76
C 2.06 4.87 -1.24
C 1.66 -6.47 -3.38
O 1.57 0.82 2.09
H 0.54 0.40 6.10
N -3.59 1.92 0.65
C 1.70 -6.96 -2.09
H -3.11 1.91 -0.24
H 3.33 6.43 -7.11
C 0.82 0.89 5.17
H -1.06 6.20 -1.40
C 3.29 5.18 -3.46
H -0.29 -1.49 0.55
C 2.16 6.21 -5.33
O -0.08 6.43 -3.68
C -3.05 0.04 2.60
C 1.65 -5.45 -6.12
C 2.88 -6.57 -4.24
H -5.78 0.34 4.81
I -2.19 -4.81 1.72
H 5.36 5.43 -6.12
H -2.64 -2.47 3.45
C -5.17 0.87 4.09
C -1.11 -0.01 4.01
C 2.83 -6.01 -5.62
H 0.27 -3.05 1.15
H -2.93 -1.33 5.19
P -2.61 1.66 1.83
O -2.45 2.89 2.85
H -2.64 -2.26 0.90
H -5.10 3.04 2.32
C -3.18 -0.27 5.10
H 0.62 -7.22 -0.26
N 0.18 0.22 4.04
C -1.79 -2.07 2.90
C 3.97 -6.05 -6.41
H -6.58 2.74 1.43
C -6.10 2.66 2.40
H -1.50 -5.26 -3.42
B 1.12 -0.15 2.90
C 2.15 5.77 -4.02
H 0.70 -4.53 -7.80
H -1.07 5.45 0.95
H 2.73 -4.61 -9.21
C 0.93 5.49 -1.78
H 4.82 -5.57 -8.31
H 3.89 1.21 6.60
H -1.42 -6.11 -1.10
C 4.45 5.06 -4.23
H -1.67 3.38 2.56
H 2.77 -0.09 5.08
H -3.45 -0.54 1.79
C 0.59 -6.84 -1.27
H 2.72 1.53 4.29
O 1.58 -1.41 2.73
H 1.48 0.56 1.17
O 3.89 -7.10 -3.82
H -7.14 1.18 3.38
H 0.92 4.30 1.89
C -0.56 -6.21 -1.74
C 1.62 -4.95 -7.41
C -0.56 -2.54 0.69
C -4.00 -0.10 3.81
H 1.22 -2.01 3.41
Br -6.22 -0.13 1.53
C -0.61 -5.74 -3.04
H -0.98 2.15 0.52
C 3.32 6.08 -6.09
H 2.92 3.94 0.49
Br -4.67 2.46 5.14
C 2.33 0.90 5.09
C 2.76 -5.00 -8.20
H 4.88 -6.48 -6.02
H -1.39 0.16 5.91
C 0.92 5.94 -3.20
H -0.91 -2.45 3.43
H -6.63 3.29 3.12
C -0.19 5.70 -0.99
H 5.34 4.62 -3.80
C -1.84 -2.69 1.50
H 2.60 -7.44 -1.72
C 3.93 -5.54 -7.70
H -0.69 -2.98 -0.30
C 0.50 -5.86 -3.87
N -1.86 0.42 5.04
C 0.43 -5.36 -5.27
H -4.48 -1.07 3.72
C 2.88 1.55 6.40
H 2.21 1.26 7.21
C -6.16 1.22 2.94
O -0.60 -4.88 -5.70
O 4.26 4.13 -1.59
C 4.46 5.52 -5.53
*
```